18
Properties=species:S:1:pos:R:3:mulliken_charge:R:1 method="wB97M-V/def2-TZVPD" fmax_ev_per_a=2.76 total_energy_ev=-9362.16981 relative_energy_ev=2.2672 homo_lumo_gap_ev=10.050 smiles="[H]/N=C(/N)[C@@]1(C)CC1=C"
H -2.709 0.810 -0.504 0.235
N -2.522 -0.180 -0.383 -0.815
C -1.329 -0.429 -0.035 0.527
N -0.946 -1.743 0.258 -0.484
C -0.175 0.471 0.140 1.276
C -0.252 1.867 -0.417 -1.823
C 0.748 0.186 1.325 -0.709
C 1.132 -0.445 0.072 -0.247
C 2.099 -0.922 -0.680 -0.661
H -1.720 -2.364 0.456 0.259
H -0.299 -2.221 -0.357 0.181
H -0.913 2.491 0.190 0.357
H 0.741 2.317 -0.430 0.410
H -0.632 1.862 -1.439 0.399
H 0.390 -0.425 2.146 0.257
H 1.359 1.019 1.649 0.306
H 3.057 -1.185 -0.253 0.246
H 1.968 -1.109 -1.736 0.287